DFT (ωB97M-V with the def2-TZVPD basis set) results for a structure of composition C18H43FN3O8S2.

For the HOMO-LUMO gap, the calculation gives 7.96 eV. For the HOMO energy, the calculation gives -5.704 eV. As for the largest force on an atom: 1.0 eV/Å. The calculation puts the LUMO energy at 2.26 eV. The total charge is -1.

Each line ends with the Mulliken charge.
Element x y z (Å)
S (0.087, 2.285, 3.081)  1.235
S (-2.597, 2.274, 2.280)  1.158
F (-1.760, -0.706, 2.322)  -0.275
O (5.002, 2.457, -1.348)  -0.409
O (-3.070, 1.512, 3.401)  -0.629
O (-3.519, 3.263, 1.760)  -0.727
O (8.231, -0.838, -1.778)  -0.340
O (-0.164, 1.338, 4.138)  -0.659
O (1.053, 3.321, 3.384)  -0.726
O (-5.952, -0.922, 0.345)  -0.327
O (-7.608, -4.613, -1.897)  -0.340
N (8.109, 2.159, -1.888)  -0.307
N (-8.464, -2.841, 0.369)  -0.326
N (-1.198, 3.036, 2.480)  -0.575
C (-8.942, -4.218, -1.607)  -0.796
C (-5.505, -1.845, -0.623)  -0.615
C (-2.419, 1.152, 0.867)  -0.951
C (2.785, 2.752, 0.997)  -1.423
C (8.203, -1.016, -3.177)  -0.704
C (0.798, 1.315, 1.725)  -1.239
C (7.318, 3.314, -1.467)  -1.123
C (6.055, 3.079, -0.645)  -0.246
C (9.233, 0.053, -1.307)  -0.801
C (-2.304, -0.358, 1.117)  0.152
C (2.329, 1.418, 1.604)  1.088
C (5.063, 1.048, -1.425)  -0.606
C (-7.310, -0.547, 0.275)  -0.551
C (-9.000, -2.841, -0.984)  -0.184
C (8.641, 1.350, -0.800)  -0.151
C (-8.268, -1.516, 0.957)  -0.742
C (3.060, 1.061, 2.900)  -1.750
C (-7.097, -5.635, -1.068)  -0.703
H (5.673, 4.062, -0.359)  0.424
H (-5.616, -2.879, -0.281)  0.219
H (7.021, 3.845, -2.375)  0.391
H (-6.168, -5.983, -1.517)  0.236
H (6.257, 2.542, 0.290)  0.341
H (-6.013, -1.724, -1.584)  0.330
H (-8.463, -2.155, -1.654)  0.167
H (-9.435, -4.956, -0.967)  0.404
H (-7.594, -0.338, -0.765)  0.336
H (-7.579, -3.329, 0.375)  0.103
H (3.228, 1.936, 3.520)  0.390
H (-7.791, -6.478, -1.001)  0.334
H (0.543, 0.278, 1.926)  0.465
H (-1.646, -0.773, 0.347)  0.218
H (2.778, 2.674, -0.089)  0.247
H (-9.247, -1.032, 1.039)  0.397
H (9.735, -0.445, -0.473)  0.388
H (7.807, -0.138, -3.701)  0.289
H (7.973, 3.988, -0.906)  0.436
H (4.028, 0.613, 2.658)  0.438
H (-6.876, -5.279, -0.056)  0.295
H (-7.377, 0.401, 0.813)  0.376
H (9.429, 1.917, -0.294)  0.362
H (-9.478, -4.188, -2.560)  0.386
H (7.882, 1.094, -0.050)  0.148
H (-1.606, 1.480, 0.231)  0.444
H (0.359, 1.673, 0.798)  0.225
H (7.547, -1.860, -3.383)  0.237
H (5.517, 0.612, -0.531)  0.246
H (5.609, 0.709, -2.312)  0.245
H (-4.440, -1.662, -0.773)  0.263
H (9.979, 0.243, -2.085)  0.409
H (4.039, 0.683, -1.507)  0.329
H (2.094, 3.550, 1.259)  0.466
H (2.584, 0.639, 0.877)  0.351
H (-3.277, -0.826, 0.994)  -0.114
H (-7.905, -1.669, 1.975)  0.388
H (9.199, -1.241, -3.570)  0.336
H (-3.339, 1.316, 0.309)  0.506
H (2.509, 0.328, 3.490)  0.384
H (-10.045, -2.519, -0.949)  0.364
H (3.781, 3.026, 1.335)  0.275
H (7.535, 1.576, -2.483)  0.118

***

DFT (ωB97M-V with the def2-TZVPD basis set) results for a structure of composition C18H43O25S5V.

Its expectation value of S² is 0.78. For the HOMO-LUMO gap (alpha / beta), the calculation gives 8.09 / 8.09 eV. For the HOMO energy (alpha / beta), the calculation gives -6.011 / -6.010 eV. As for the spin multiplicity: 2. As for the largest force on an atom: 2.7 eV/Å. The calculation puts the LUMO energy (alpha / beta) at 2.08 / 2.08 eV. The total charge is -1.

Each line ends with the Mulliken charge.
Element x y z (Å)
V (7.706, -2.588, -7.779)  0.593
S (6.552, -0.301, -5.504)  1.327
S (11.012, -3.650, -4.850)  1.135
S (6.146, -6.292, -5.501)  1.045
S (9.959, -9.324, -10.817)  1.201
S (4.540, -3.542, -8.774)  1.389
O (8.245, -3.858, -7.043)  0.242
O (11.198, -3.781, -6.434)  -0.169
O (10.353, -10.680, -11.023)  -0.655
O (9.400, -1.302, -7.418)  -0.503
O (11.498, -0.575, -7.029)  -0.360
O (5.779, -3.489, -8.043)  -0.128
O (9.316, -2.403, -11.394)  -0.674
O (10.253, -8.978, -9.284)  -0.424
O (4.946, -7.064, -5.396)  -0.696
O (10.545, -0.193, -8.989)  -0.684
O (6.870, -0.190, -4.114)  -0.727
O (3.392, -2.912, -8.191)  -0.763
O (5.301, 0.617, -9.583)  -0.512
O (4.209, -5.088, -8.976)  -0.558
O (8.224, -3.375, -9.715)  0.434
O (11.809, -4.667, -4.217)  -0.714
O (8.310, -4.367, -11.742)  -0.418
O (6.712, -1.555, -6.174)  -0.157
O (10.489, -8.327, -11.694)  -0.605
O (5.860, -4.769, -5.047)  -0.234
O (7.332, 0.647, -10.502)  -0.702
O (9.622, -3.449, -4.608)  -0.392
O (6.863, -0.895, -8.942)  -0.196
O (7.401, 0.806, -6.268)  -0.016
O (6.857, -6.292, -6.749)  -0.333
C (9.636, -6.610, -8.922)  0.165
C (12.460, -3.690, -8.428)  -1.007
C (4.334, -3.230, -4.072)  -0.860
C (5.094, -4.523, -3.866)  -0.518
C (10.417, -0.698, -7.876)  -0.037
C (12.468, -4.147, -6.961)  -0.400
C (4.870, 0.216, -5.894)  -1.072
C (5.261, -6.073, -11.014)  -1.328
C (4.870, -2.926, -10.437)  -0.532
C (11.770, -2.032, -4.514)  -0.872
C (8.647, -3.313, -10.912)  0.281
C (5.296, -5.912, -9.510)  0.322
C (6.668, 3.110, -5.860)  -1.115
C (7.742, 2.038, -5.650)  -0.374
C (8.170, -9.203, -10.833)  -0.618
C (6.608, 0.085, -9.693)  0.425
C (10.735, -7.640, -8.941)  -0.784
C (7.357, -6.656, -4.252)  -1.037
H (5.024, -7.100, -11.311)  0.361
H (5.139, -6.861, -9.002)  0.457
H (6.235, -5.844, -11.454)  0.273
H (11.495, -3.676, -8.931)  0.025
H (12.681, -5.209, -6.836)  0.291
H (4.856, 0.494, -6.946)  0.234
H (9.353, -6.178, -9.876)  0.213
H (4.713, -1.847, -10.358)  0.345
H (7.844, -8.254, -10.425)  -0.024
H (8.789, -7.016, -8.364)  0.197
H (4.244, -3.422, -11.161)  0.495
H (11.471, -7.344, -9.697)  0.485
H (5.685, -4.495, -2.947)  0.258
H (8.053, -7.439, -4.537)  0.406
H (8.594, -3.893, -12.549)  0.258
H (7.747, -10.091, -10.367)  0.369
H (4.267, -0.690, -5.791)  0.293
H (5.397, 1.202, -10.352)  0.265
H (5.962, -2.985, -10.492)  -0.328
H (6.798, 4.043, -5.310)  0.390
H (7.908, 1.975, -4.577)  0.422
H (4.559, -5.516, -11.634)  0.379
H (12.057, -0.057, -7.630)  0.238
H (3.870, -3.116, -5.048)  0.111
H (8.609, 2.401, -6.196)  0.273
H (7.922, -9.328, -11.889)  0.354
H (6.253, -5.556, -9.128)  -0.324
H (11.023, -1.336, -4.876)  0.041
H (11.322, -7.802, -8.041)  0.324
H (4.377, -5.339, -3.718)  0.498
H (6.829, -6.978, -3.352)  0.375
H (7.888, -5.732, -4.030)  0.216
H (4.973, -2.377, -3.839)  0.122
H (6.495, 3.331, -6.914)  0.304
H (11.877, -1.914, -3.436)  0.467
H (12.762, -2.022, -4.954)  0.344
H (3.545, -3.220, -3.310)  0.475
H (10.017, -5.822, -8.261)  -0.179
H (13.054, -4.384, -9.036)  0.417
H (12.973, -2.734, -8.490)  0.319
H (5.689, 2.781, -5.493)  0.214
H (13.302, -3.628, -6.480)  0.492
H (4.484, 0.937, -5.182)  0.474